This record from the Open Molecules 2025 dataset describes a molecular structure, C48H55N8NaP2Se. The level of theory is ωB97M-V with the def2-TZVPD basis set.

## Properties
HOMO in eV: -6.6
Gap between HOMO and LUMO in eV: 6.714
Relative energy (zero: lowest compared OMol25 entry of this formula, charge and spin) in eV: 0.0000
F_max in eV/Å: 3.46
Net charge: 0
Spin multiplicity: 1

Last column: Mulliken charge in e.
Geometry (Å):
Na1 13.240 11.232 13.100  1.007
C1 17.727 10.531 12.583  -0.514
C2 17.943 9.247 13.117  -1.160
C3 16.872 8.657 13.748  -1.045
C4 15.730 9.393 14.028  0.811
N1 15.493 10.584 13.478  0.731
C5 16.495 11.127 12.819  -1.954
C6 14.615 8.819 14.833  0.332
C7 14.813 7.695 15.653  -0.948
C8 13.731 7.165 16.280  -0.737
C9 12.454 7.815 16.166  -1.069
C10 12.348 8.899 15.342  1.220
N2 13.442 9.438 14.669  0.523
C11 11.045 9.622 15.157  0.082
C12 9.941 9.358 15.921  -0.968
C13 8.759 10.018 15.631  -0.493
C14 8.715 10.812 14.523  -1.254
C15 9.876 10.970 13.764  -0.431
N3 11.071 10.443 14.097  0.550
H1 18.529 11.067 12.052  0.495
H2 18.791 8.587 13.036  0.413
H3 16.999 7.636 13.994  0.473
H4 16.371 12.063 12.364  1.656
H5 15.844 7.276 15.667  0.326
H6 13.796 6.310 16.972  0.377
H7 11.588 7.364 16.667  0.268
H8 10.017 8.608 16.774  0.216
H9 7.796 9.873 16.191  0.329
H10 7.808 11.308 14.282  0.480
H11 9.814 11.567 12.869  0.797
N4 10.489 11.369 10.488  -0.266
C16 10.537 11.236 8.981  -0.132
C17 10.612 9.848 8.489  -0.858
C18 11.968 9.142 8.867  0.252
C19 12.100 8.609 10.295  -0.809
N5 12.994 9.402 11.171  0.783
H12 9.831 10.728 10.890  0.408
H13 11.320 10.970 10.884  -0.191
H14 11.401 11.850 8.589  -0.207
H15 9.597 11.724 8.633  0.415
H16 10.469 9.873 7.372  0.349
H17 9.760 9.277 8.886  0.350
H18 12.748 9.908 8.710  -0.466
H19 12.170 8.361 8.133  0.365
H20 12.399 7.529 10.254  0.615
H21 11.094 8.540 10.767  0.459
H22 13.859 9.154 10.793  -0.548
H23 12.920 8.862 12.031  -0.397
N6 13.679 12.895 14.946  -0.132
C20 13.656 14.329 14.829  -1.280
C21 13.875 14.840 13.374  0.725
C22 12.609 14.606 12.526  -1.140
N7 12.554 13.261 11.973  0.146
H24 12.910 12.432 15.381  0.141
H25 14.547 12.574 15.364  0.109
H26 14.467 14.738 15.382  0.441
H27 12.742 14.740 15.238  0.345
H28 14.687 14.305 12.861  -0.666
H29 14.050 15.867 13.393  0.603
H30 12.631 15.295 11.677  0.424
H31 11.685 14.763 13.076  0.426
H32 13.164 13.232 11.156  -0.389
H33 11.633 13.089 11.524  0.148
Se1 15.081 6.346 11.989  -0.350
C23 13.399 6.564 12.771  0.053
N8 12.316 6.779 13.140  -0.489
C24 17.381 13.612 9.950  -2.183
P1 15.721 12.674 9.914  2.187
C25 16.168 11.208 8.934  0.108
C26 16.211 9.946 9.589  0.811
C27 16.603 8.769 8.914  -1.035
C28 16.924 8.826 7.566  -0.513
C29 16.873 10.024 6.883  -0.789
C30 16.467 11.147 7.545  -0.256
C31 14.846 13.766 8.758  0.778
C32 13.923 13.268 7.855  -0.879
C33 13.193 14.143 7.072  -0.555
C34 13.318 15.498 7.134  -0.939
C35 14.405 16.001 7.897  -0.642
C36 15.165 15.150 8.690  -0.752
P2 17.344 14.921 11.323  0.418
C37 18.914 14.596 12.235  0.237
C38 18.848 14.368 13.615  -0.378
C39 19.952 14.028 14.372  -0.792
C40 21.162 14.051 13.738  -0.383
C41 21.320 14.384 12.392  -0.979
C42 20.164 14.636 11.662  0.261
C43 17.874 16.542 10.557  0.356
C44 17.309 17.682 11.129  -0.500
C45 17.492 18.935 10.551  -0.503
C46 18.274 19.090 9.433  -0.516
C47 18.802 17.928 8.794  -1.151
C48 18.530 16.686 9.386  0.481
H34 17.668 13.909 8.923  0.651
H35 18.135 12.918 10.318  1.005
H36 15.854 9.842 10.623  -0.272
H37 16.716 7.781 9.365  0.369
H38 17.290 7.953 7.035  0.383
H39 17.249 10.092 5.876  0.437
H40 16.417 12.089 6.940  0.274
H41 13.579 12.203 7.874  0.432
H42 12.364 13.782 6.419  0.286
H43 12.658 16.152 6.665  0.524
H44 14.638 17.049 7.939  0.502
H45 15.957 15.603 9.341  0.010
H46 17.894 14.387 14.125  0.353
H47 19.932 13.751 15.406  0.452
H48 22.093 13.985 14.353  0.268
H49 22.318 14.418 12.033  0.468
H50 20.249 14.995 10.634  0.318
H51 16.817 17.572 12.080  0.379
H52 17.038 19.802 11.103  0.330
H53 18.547 20.055 9.112  0.464
H54 19.326 18.156 7.917  0.505
H55 18.798 15.744 8.850  0.221

---

This record from the Open Molecules 2025 dataset describes 5 unconnected molecules or ions with the total composition C48H57F3N8O7. The level of theory is ωB97M-V with the def2-TZVPD basis set.

## Properties
HOMO in eV: -7.9
Gap between HOMO and LUMO in eV: 5.729
F_max in eV/Å: 8.54
Net charge: 0
Spin multiplicity: 1
SMILES: [H]/N=C(/C)Cc1c(COC)c2c(c(C[C@@H](O)C(F)(F)F)c1ON=O)C(=O)c1c(c(N)c(C[C@H]3CO3)c(N=C(C)C)c1[C@H](C)CC)C2=O.c1cc[nH]c1.c1cc[nH]c1.c1cc[nH]c1.c1cc[nH]c1

Last column: Mulliken charge in e.
Geometry (Å):
C1 0.911 -1.485 3.932  -0.623
C2 1.365 -2.589 2.808  -0.322
C3 0.746 -2.350 1.309  0.795
C4 0.700 -3.751 0.397  -0.897
C5 -0.701 -1.543 1.292  0.059
C6 -2.161 -2.319 1.522  -0.101
N1 -2.232 -3.824 1.801  -0.518
C7 -2.067 -4.076 3.150  0.821
C8 -1.220 -5.407 3.683  -1.128
C9 -2.734 -3.114 4.335  -0.838
C10 -3.627 -1.519 1.460  0.106
C11 -4.993 -2.407 1.654  -0.634
C12 -6.041 -1.541 2.808  0.261
C13 -7.539 -0.992 2.124  -0.663
O1 -7.386 -2.255 3.165  -0.466
C14 -3.566 0.095 1.168  -0.227
N2 -4.855 0.932 1.054  -0.425
C15 -2.157 0.943 0.975  0.024
C16 -0.709 0.108 1.035  0.432
C17 0.640 1.014 0.786  0.189
O2 1.821 0.861 1.389  -0.567
C18 0.479 2.260 -0.317  0.003
C19 1.640 2.710 -1.384  0.429
C20 3.104 1.937 -1.445  -1.175
C21 2.952 0.564 -2.378  0.320
O3 1.793 0.804 -3.281  -0.564
C22 4.288 0.293 -3.326  0.637
F1 4.436 -1.153 -3.671  -0.263
F2 5.522 0.830 -2.665  -0.263
F3 4.140 1.037 -4.601  -0.207
C23 1.415 3.963 -2.456  -0.095
O4 2.480 4.373 -3.431  -0.430
N3 2.344 3.638 -4.580  0.275
O5 2.450 4.394 -5.559  -0.416
C24 -0.005 4.846 -2.463  0.624
C25 -0.228 6.092 -3.537  -0.745
C26 -0.926 5.637 -4.950  0.647
C27 -1.045 4.057 -5.478  -0.670
N4 -1.459 6.585 -5.822  -0.727
C28 -1.186 4.387 -1.373  -0.301
C29 -2.591 5.228 -1.335  -0.570
O6 -2.758 6.134 -0.192  -0.252
C30 -1.509 6.362 0.547  -0.480
C31 -0.961 3.110 -0.340  0.431
C32 -2.130 2.596 0.724  0.022
O7 -2.974 3.433 1.370  -0.512
H1 -0.123 -1.690 4.443  0.022
H2 1.722 -1.552 4.806  0.369
H3 0.989 -0.361 3.539  0.107
H4 1.182 -3.699 3.169  -0.056
H5 2.549 -2.483 2.700  0.345
H6 1.509 -1.644 0.721  -0.132
H7 1.675 -3.917 -0.234  0.316
H8 -0.203 -3.621 -0.373  0.268
H9 0.415 -4.673 1.066  0.063
H10 -0.342 -5.107 4.430  0.239
H11 -0.808 -6.007 2.747  0.228
H12 -1.904 -6.165 4.292  0.397
H13 -2.509 -3.523 5.429  0.317
H14 -3.892 -3.035 4.152  0.247
H15 -2.306 -2.000 4.299  0.172
H16 -4.830 -3.474 2.109  0.225
H17 -5.609 -2.430 0.650  0.411
H18 -5.484 -0.803 3.656  0.316
H19 -7.928 -1.619 1.192  0.252
H20 -8.297 -0.393 2.789  0.311
H21 -4.923 1.589 1.863  0.302
H22 -4.827 1.486 0.153  0.282
H23 3.560 1.696 -0.393  0.364
H24 3.847 2.652 -2.012  0.396
H25 2.767 -0.343 -1.626  0.088
H26 1.659 -0.001 -3.892  0.334
H27 0.793 6.648 -3.809  0.382
H28 -0.908 6.940 -3.054  0.178
H29 -0.181 3.782 -6.250  0.124
H30 -1.021 3.290 -4.588  0.181
H31 -2.055 3.901 -6.095  0.331
H32 -1.344 7.548 -5.438  0.256
H33 -2.736 5.854 -2.315  0.381
H34 -3.461 4.416 -1.244  0.257
H35 -1.163 5.431 1.210  0.155
H36 -0.625 6.804 -0.105  0.212
H37 -1.752 7.214 1.347  0.268
N5 3.878 1.318 -7.641  0.124
C33 4.353 1.109 -8.910  -0.601
C34 3.809 2.071 -9.732  -0.469
C35 2.982 2.893 -8.929  -0.555
C36 3.046 2.407 -7.642  0.082
H38 4.107 0.757 -6.831  0.180
H39 5.033 0.295 -9.119  0.370
H40 3.989 2.171 -10.794  0.379
H41 2.403 3.748 -9.254  0.396
H42 2.570 2.741 -6.730  0.166
N6 2.082 -7.795 3.925  0.080
C37 2.784 -7.223 4.954  -0.700
C38 2.530 -7.947 6.097  -0.231
C39 1.650 -8.998 5.744  -0.449
C40 1.392 -8.882 4.396  -0.624
H43 2.076 -7.468 2.968  0.204
H44 3.400 -6.350 4.785  0.458
H45 2.937 -7.742 7.079  0.457
H46 1.248 -9.757 6.402  0.425
H47 0.777 -9.477 3.734  0.399
N7 -6.217 8.351 -1.846  0.000
C41 -6.422 9.248 -2.862  -0.421
C42 -5.193 9.588 -3.383  -0.724
C43 -4.214 8.866 -2.660  -0.163
C44 -4.874 8.108 -1.719  -0.632
H48 -6.944 7.933 -1.279  0.196
H49 -7.421 9.568 -3.125  0.377
H50 -5.021 10.280 -4.197  0.376
H51 -3.142 8.895 -2.810  0.422
H52 -4.504 7.419 -0.971  0.592
N8 7.773 -7.970 6.701  0.004
C45 6.512 -7.542 6.378  -0.634
C46 5.892 -8.545 5.666  0.451
C47 6.810 -9.617 5.561  -0.899
C48 7.962 -9.236 6.211  -0.433
H53 8.458 -7.435 7.220  0.186
H54 6.165 -6.563 6.680  0.354
H55 4.887 -8.508 5.267  0.214
H56 6.647 -10.565 5.065  0.371
H57 8.898 -9.756 6.366  0.373